# 1
Entry from the OMol25 dataset: a 2-piece molecular cluster, H5NO overall at a distorted geometry (ωB97M-V with the def2-TZVPD basis set).

The LUMO energy is 0.90 eV. For the energy above the lowest of the compared OMol25 structures with the same formula, charge and spin, the calculation gives 7.65 kcal per mole. The charge is 0. Its gap between HOMO and LUMO is 10.98 eV.

Cartesian coordinates (Å):
N: 0.324 -1.325 1.037
H: 0.149 -0.604 1.777
H: 1.302 -1.570 1.200
H: 0.381 -0.882 0.155
O: -0.529 1.197 -1.489
H: -1.476 1.156 -1.356
H: -0.151 2.029 -1.324


# 2
Entry from the OMol25 dataset: C37H29Br4N8O2S2W as an isolated structure at a distorted geometry (ωB97M-V with the def2-TZVPD basis set).

The LUMO energy (spin up / spin down) is 1.81 / 1.04 eV. Its spin multiplicity is 3. The charge is -1. As for the expectation value of S²: 2.033. Its gap between HOMO and LUMO (spin up / spin down) is 6.44 / 6.40 eV.

Cartesian coordinates (Å):
W: 0.088 -0.255 -1.328
C: -0.970 4.724 0.809
C: -2.129 3.995 0.574
C: -2.068 2.619 0.409
C: -0.838 1.974 0.480
C: 0.324 2.696 0.711
C: 0.254 4.072 0.876
N: -0.753 0.568 0.246
C: -1.557 -0.280 1.034
C: -2.025 0.034 2.302
C: -2.729 -0.914 3.035
C: -2.969 -2.181 2.509
C: -2.515 -2.510 1.242
C: -1.822 -1.559 0.500
N: -1.290 -1.735 -0.760
N: -1.450 -2.838 -1.454
C: -0.756 -2.812 -2.618
C: -0.789 -3.936 -3.467
C: -0.103 -3.906 -4.649
C: 0.629 -2.763 -5.011
C: 0.642 -1.702 -4.140
N: -0.024 -1.718 -2.977
H: -1.022 5.798 0.931
H: -3.085 4.500 0.504
H: -2.958 2.039 0.201
H: 1.263 2.159 0.767
H: 1.161 4.637 1.051
H: -1.822 1.013 2.717
H: -3.083 -0.664 4.027
H: -3.513 -2.914 3.092
H: -2.680 -3.487 0.808
H: -1.362 -4.796 -3.150
H: -0.122 -4.767 -5.306
H: 1.181 -2.709 -5.937
H: 1.195 -0.793 -4.347
S: -2.229 0.149 -2.390
C: -2.141 1.508 -3.465
C: -3.245 1.862 -4.241
C: -3.211 2.975 -5.066
C: -4.372 3.317 -5.845
N: -5.310 3.583 -6.455
C: -2.044 3.754 -5.130
C: -0.942 3.395 -4.369
C: -0.974 2.275 -3.540
S: 0.440 1.834 -2.635
C: -1.973 4.918 -5.973
N: -1.896 5.849 -6.643
H: -4.145 1.263 -4.193
H: -0.042 3.995 -4.420
Br: 6.809 -2.134 -2.248
C: 5.005 -2.105 -1.690
C: 4.424 -3.234 -1.115
Br: 5.418 -4.821 -0.888
C: 3.086 -3.198 -0.704
Br: 2.203 -4.673 0.065
C: 2.351 -2.039 -0.878
O: 1.094 -1.856 -0.497
C: 2.919 -0.923 -1.492
O: 2.101 0.111 -1.597
C: 4.250 -0.941 -1.872
Br: 4.942 0.628 -2.650
C: 1.349 -1.308 6.251
C: 0.227 -0.813 5.339
N: 0.670 -0.094 4.163
C: 0.774 1.354 4.226
C: 2.085 1.879 4.803
C: 1.166 -0.741 3.052
C: 0.864 -2.215 2.943
N: 1.780 -0.072 2.149
H: 0.935 -1.849 7.106
H: 1.947 -0.478 6.628
H: 2.018 -1.983 5.715
H: -0.424 -0.140 5.901
H: -0.397 -1.657 5.038
H: -0.076 1.720 4.812
H: 0.666 1.728 3.211
H: 2.189 1.647 5.864
H: 2.133 2.965 4.691
H: 2.923 1.442 4.260
H: -0.211 -2.394 3.029
H: 1.372 -2.796 3.715
H: 1.186 -2.575 1.969
H: 2.004 -0.703 1.387


# 3
Entry from the OMol25 dataset: C15H15N3O3Pd as an isolated structure at a distorted geometry (ωB97M-V with the def2-TZVPD basis set).

The LUMO energy (spin up / spin down) is -12.76 / -18.95 eV. Its spin multiplicity is 5. The charge is +4. As for the expectation value of S²: 6.031. Its gap between HOMO and LUMO (spin up / spin down) is 9.11 / 1.59 eV.

Cartesian coordinates (Å):
N: -0.763 -3.149 -2.917
C: -0.140 -3.816 -3.642
C: 0.567 -4.687 -4.571
H: 0.889 -4.101 -5.441
H: -0.119 -5.486 -4.902
H: 1.462 -5.118 -4.094
N: 1.091 -1.604 4.523
C: 0.094 -1.588 5.149
C: -1.183 -1.552 5.881
H: -1.975 -1.941 5.196
H: -1.464 -0.493 6.038
H: -1.111 -2.094 6.860
N: 0.653 4.246 -0.659
C: 1.528 4.953 -0.979
C: 2.579 5.888 -1.385
H: 3.387 5.909 -0.628
H: 2.126 6.899 -1.483
H: 3.014 5.567 -2.352
Pd: 0.219 -0.154 0.374
C: 1.292 1.068 1.620
O: 2.156 1.722 1.996
C: 0.676 -2.143 0.626
O: 1.231 -3.149 0.490
C: -1.770 -0.938 -0.584
C: -1.707 0.069 -1.541
C: -1.458 1.357 -1.145
C: -1.275 1.637 0.208
C: -1.630 0.693 1.192
C: -1.887 -0.630 0.787
H: -1.862 -1.954 -0.962
H: -1.860 -0.217 -2.599
H: -1.398 2.205 -1.855
H: -0.983 2.655 0.451
H: -1.539 0.889 2.255
H: -1.981 -1.388 1.558
O: 1.960 0.273 -2.145
C: 1.182 0.172 -1.317


# 4
Entry from the OMol25 dataset: an isolated ion of composition C5H8N3O and charge +1 at a distorted geometry (ωB97M-V with the def2-TZVPD basis set).

The LUMO energy (spin up / spin down) is -4.31 / -4.31 eV. For the energy above the lowest of the compared OMol25 structures with the same formula, charge and spin, the calculation gives 135.68 kcal per mole. The charge is +1. Its gap between HOMO and LUMO (spin up / spin down) is 8.23 / 8.23 eV.

Cartesian coordinates (Å):
C: -1.565 0.174 -0.999
C: -1.685 -1.149 -0.815
C: -1.141 1.081 0.012
C: 1.450 0.488 -0.319
C: -0.946 -1.656 0.462
N: -1.235 2.109 0.527
N: 1.199 -0.362 0.712
N: 2.705 0.947 -0.407
O: -0.153 -0.620 1.003
H: -1.723 0.738 -1.928
H: -2.155 -1.845 -1.434
H: -1.719 -1.915 1.293
H: -0.395 -2.571 0.357
H: -0.966 2.945 1.059
H: 1.921 -0.553 1.408
H: 3.068 1.456 -1.321
H: 3.336 0.731 0.391


Calculated total energy (eV)
-3618.58869; -358527.27972; -29834.89649; -11820.07837